Entry 1:
Formula: C4H14N2OS
Source: the Open Molecules 2025 dataset
Level of theory: wB97M-V/def2-TZVPD

Summary:
Spin multiplicity: 2
ΔE to the lowest compared entry with this formula, charge and spin, kcal per mole: 9.6
Kohn-Sham gap (alpha / beta), Ha: 0.0725 / 0.3208
⟨S²⟩: 0.750
HOMO (alpha / beta), eV: 0.96 / -5.87
Energy, a.u.: -743.6783
Total charge: -1

Geometry (Å):
N 0.03360 1.00513 2.01120
C 0.03557 0.67437 0.57472
C -1.32998 0.14118 0.15229
C -1.52999 -0.01994 -1.34307
S -1.61841 1.53674 -2.29149
C 1.30421 -0.12104 0.14697
N 2.39520 0.80713 0.00851
H -0.12748 0.15141 2.54505
H 1.00002 1.23699 2.22938
H 0.15779 1.64504 0.07343
H -2.02022 0.92077 0.49612
H -1.59031 -0.78507 0.66588
H -2.33628 -0.68309 -1.62259
H -0.63696 -0.49726 -1.74615
H -1.64448 2.38410 -1.25538
H 1.07965 -0.62028 -0.80039
H 1.49129 -0.87858 0.90942
H 3.31940 0.54007 0.28145
H 2.18539 1.78486 -0.03371
H 0.06228 -2.30027 -0.40594
H -0.34924 -3.68781 0.06599
O 0.11894 -3.23446 -0.66168

---

Entry 2:
Formula: C4H14N2P
Source: the Open Molecules 2025 dataset
Level of theory: wB97M-V/def2-TZVPD

Summary:
ΔE to the lowest compared entry with this formula, charge and spin, kcal per mole: 55.3
Kohn-Sham gap, Ha: 0.2940
HOMO, eV: -13.89
Energy, a.u.: -611.3532
Total charge: +1

Geometry (Å):
C 3.55531 -0.97933 -0.21655
C 3.06272 0.23781 0.63232
C 1.78884 0.82590 0.02410
C -4.03650 0.05796 0.61232
N -0.64194 0.47825 -0.58050
N -3.26280 -0.50810 -0.51951
P 0.46509 -0.50812 0.07053
H 3.16531 -1.79819 0.35728
H 3.17625 -1.04381 -1.23673
H 4.62083 -1.05360 -0.35225
H 2.87578 -0.14863 1.70148
H 3.64009 1.24852 0.61326
H 1.38639 1.58629 0.59596
H 1.84547 1.13612 -1.03663
H -4.45464 0.94192 0.12661
H -3.37584 0.53902 1.41020
H -4.75246 -0.60762 0.96470
H -0.44370 1.39440 -0.83016
H -1.61767 0.27399 -0.96033
H -2.85870 -1.42409 -0.31262
H -4.13781 -0.64870 -1.06348

---

Entry 3:
Formula: C4H14N3
Source: the Open Molecules 2025 dataset
Level of theory: wB97M-V/def2-TZVPD

Summary:
ΔE to the lowest compared entry with this formula, charge and spin, kcal per mole: 35.7
Kohn-Sham gap, Ha: 0.3659
HOMO, eV: -13.25
Energy, a.u.: -324.8079
Total charge: +1

Geometry (Å):
C 1.04581 2.37215 0.37581
C 0.93648 1.32786 1.51913
N -0.35773 0.59702 1.43941
H 1.90554 3.05289 0.46800
H 1.11398 1.88861 -0.61644
H 0.12032 2.99839 0.36963
H 1.75250 0.60151 1.44562
H 0.93460 1.84620 2.47383
H -1.11873 1.26938 1.26692
H -0.57990 -0.01179 2.23640
H -0.25965 -0.02704 0.54717
C -0.32117 -2.55657 -0.14010
N -0.00440 -1.33853 -0.89689
C -0.91419 -0.91955 -1.86138
N -0.54942 0.03323 -2.66871
H 0.38980 -3.36562 -0.32764
H -0.30855 -2.39124 0.93653
H -1.33993 -2.94419 -0.36135
H 0.90350 -1.32197 -1.27854
H -1.87819 -1.45540 -1.87181
H -1.47069 0.34468 -3.05559

---

Entry 4:
Formula: C4H14N3
Source: the Open Molecules 2025 dataset
Level of theory: wB97M-V/def2-TZVPD

Summary:
ΔE to the lowest compared entry with this formula, charge and spin, kcal per mole: 19.1
Kohn-Sham gap, Ha: 0.4071
HOMO, eV: -14.17
Energy, a.u.: -324.8344
Total charge: +1

Geometry (Å):
C -3.00567 -1.08179 1.87828
C -2.20831 0.27051 2.28082
H -2.30134 -1.83663 1.48593
H -3.23266 -1.58493 2.83140
H -3.85370 -0.83148 1.26196
H -2.65792 0.98088 1.58787
H -1.20688 -0.01757 1.97144
H -2.41322 0.46469 3.32342
C 1.96685 1.23478 -2.74037
C 1.56284 -0.06110 -0.71466
N 2.29053 0.80997 -1.37904
N 1.76903 -0.26392 0.59372
N 0.58965 -0.80605 -1.26215
H 2.92101 1.46850 -0.94861
H 2.59212 0.08539 1.05464
H 1.25941 -0.98398 1.07997
H 0.32297 -0.62357 -2.21260
H -0.06047 -1.30859 -0.67795
H 1.41666 2.19074 -2.78548
H 1.37582 0.51582 -3.29176
H 2.87326 1.37833 -3.33680